Density functional theory data (wB97M-V/def2-TZVPD) for a molecular structure, C11H14ClMnNO4S2.

```
! RIJCOSX wB97M-V def2-TZVPD def2/J DEFGRID3
* xyz 0 6
Mn 0.167 0.512 -1.016
O -1.733 0.290 -1.831
N -2.600 -0.672 -1.597
C -3.785 -0.608 -2.238
C -4.743 -1.568 -2.069
C -4.475 -2.640 -1.214
C -3.269 -2.693 -0.563
C -2.298 -1.689 -0.733
S -0.794 -1.716 0.069
H -3.896 0.247 -2.885
H -5.680 -1.484 -2.599
H -5.208 -3.422 -1.066
H -3.019 -3.506 0.102
O 0.201 1.722 0.740
S 0.069 1.560 2.234
C 1.292 2.712 2.969
C 2.588 1.936 3.154
C 2.165 0.550 3.634
C 1.085 0.094 2.666
H 0.872 3.032 3.924
H 1.365 3.568 2.301
H 3.247 2.432 3.867
H 3.113 1.854 2.200
H 1.764 0.612 4.648
H 2.999 -0.151 3.640
H 0.436 -0.692 3.045
H 1.497 -0.223 1.708
Cl 3.433 -1.763 -3.996
C 3.073 -0.038 -3.776
C 2.079 0.222 -2.654
O 1.380 1.268 -2.734
O 1.989 -0.570 -1.685
H 2.680 0.354 -4.708
H 4.004 0.469 -3.536
*
```

Values from the calculation:
Energy in eV: -86828.530
Molecular weight in g/mol: 378.8
Orbital gap (alpha / beta) in eV: 7.9 / 8.0



Density functional theory data (wB97M-V/def2-TZVPD) for a gas-phase ion, C11H14ClN2 (charge +1).

```
! RIJCOSX wB97M-V def2-TZVPD def2/J DEFGRID3
* xyz 1 1
C -3.312 -0.022 0.947
C -2.004 -0.232 1.261
C -3.789 -1.184 0.313
C -1.611 -1.591 0.817
C 0.064 0.734 -0.777
C 1.934 -0.636 0.051
C 0.615 -0.511 -0.240
C 0.876 1.627 -1.342
C 2.334 1.294 -1.489
C -0.355 -1.673 -0.166
C 2.887 1.415 0.901
N -2.824 -2.085 0.238
N 2.779 0.544 -0.285
Cl 0.367 3.162 -1.953
H -3.889 0.861 1.134
H -1.326 0.425 1.770
H -4.780 -1.367 -0.060
H -0.993 0.924 -0.673
H 2.476 0.645 -2.360
H 2.937 2.193 -1.618
H 0.210 -2.572 0.071
H -0.776 -1.786 -1.168
H -1.330 -2.196 1.689
H 3.680 2.148 0.767
H 1.939 1.928 1.044
H 3.097 0.801 1.774
H -2.912 -3.003 -0.171
H 3.706 0.157 -0.475
*
```

Values from the calculation:
Energy in eV: -27126.564
Molecular weight in g/mol: 209.7
Orbital gap in eV: 5.9



Density functional theory data (wB97M-V/def2-TZVPD) for 2 unconnected molecules or ions with the total composition C11H14F3N2O4.

```
! RIJCOSX wB97M-V def2-TZVPD def2/J DEFGRID3
* xyz -1 1
C 4.795 -1.737 1.282
C 3.437 -0.782 1.485
C 2.623 -0.849 0.065
N 1.264 -0.253 0.027
C 0.188 -0.918 0.824
N 0.326 -0.603 2.332
C 0.311 -2.587 0.807
F 0.475 -3.140 -0.565
F -1.053 -3.057 1.258
F 1.263 -3.116 1.809
H 4.998 -2.214 2.357
H 4.612 -2.625 0.542
H 5.759 -1.100 1.040
H 3.820 0.316 1.616
H 2.882 -1.232 2.409
H 3.286 -0.201 -0.693
H 2.729 -1.954 -0.363
H 0.945 -0.039 -0.963
H -0.622 -0.702 2.801
H 0.708 0.362 2.441
C -3.316 2.439 -0.163
C -2.044 2.266 -0.528
C -1.691 1.714 -1.866
O -0.514 1.585 -2.181
C -2.791 1.336 -2.767
C -4.063 1.506 -2.400
C -4.415 2.083 -1.074
O -5.592 2.244 -0.772
O -5.101 1.150 -3.241
O -1.006 2.596 0.323
H -3.586 2.841 0.805
H -2.521 0.919 -3.729
H -5.922 1.371 -2.749
H -0.185 2.380 -0.170
*
```

Values from the calculation:
Energy in eV: -30952.943
Molecular weight in g/mol: 295.2
Orbital gap in eV: 3.3